Entry from the Open Molecules 2025 dataset: C41H41BrFN8O5OsS as an isolated structure (ωB97M-V with the def2-TZVPD basis set).

As for the LUMO energy (alpha / beta): -6.9 / -8.9 eV. The orbital gap (alpha / beta) comes out at 7.8009 / 6.1655 eV. As for the net charge: +3. The calculation puts the energy above the lowest of the compared OMol25 structures with the same formula, charge and spin at 0.00 kJ/mol. The calculation puts the electronic energy at -5563.17472 Ha. Its multiplicity is 5.

Geometry as XYZ:
```
99
Properties=species:S:1:pos:R:3:forces:R:3:lowdin_spin:R:1
C -2.8762 0.0462 4.6709 0.02 0.01 -0.01 0.00
C 3.8800 2.4637 -2.9987 0.01 -0.01 0.01 0.00
H 3.4488 1.0730 -4.5755 0.00 0.00 0.01 0.00
N -1.7235 -1.4925 -2.4197 -0.11 0.00 0.01 0.00
O 3.0187 -2.2994 -2.4008 0.01 -0.04 -0.01 0.01
Br -2.3056 -8.0112 -5.3066 -0.01 -0.01 -0.01 0.00
C -0.6682 0.7938 1.6977 0.00 0.00 -0.01 0.01
H 1.9238 -6.2306 -2.3827 -0.01 0.01 -0.02 0.00
C -1.3482 0.9744 2.9090 0.01 0.00 0.00 0.00
H 1.6606 4.9377 3.5721 0.00 0.00 -0.01 0.00
C 1.7802 -3.3145 0.6803 0.01 0.05 0.00 0.01
C -1.9817 1.1390 -4.9857 0.05 -0.01 0.01 0.05
C 3.4766 1.6821 -0.7658 -0.02 -0.01 0.00 0.00
H -0.0647 7.2896 4.4559 0.00 0.01 -0.01 0.00
C 3.0134 0.4762 -1.2593 0.00 -0.01 0.02 0.00
N -2.1528 -0.0579 3.3849 0.00 -0.03 0.01 0.00
C -1.4476 -5.3315 -4.9719 0.00 0.00 -0.01 0.00
C -1.5371 5.0055 4.4559 -0.01 0.01 -0.02 0.00
H -3.3286 1.0351 4.7239 0.00 0.00 0.00 0.00
S 2.4860 -1.2821 -3.2538 0.09 0.03 0.00 0.02
H -1.5971 -1.2673 5.8126 0.00 0.00 0.00 0.00
O -2.6903 -3.5359 1.4648 -0.22 0.09 -0.16 0.03
H 4.1986 4.1186 -0.0380 0.00 0.01 -0.01 0.00
H -2.3624 4.3007 4.4626 0.00 -0.01 0.00 0.00
O -0.1671 -0.5335 -0.1720 0.01 -0.10 0.15 0.14
H -4.5152 0.5190 -4.1397 0.01 0.00 0.00 0.00
N 0.8072 -1.3519 -2.9827 -0.14 -0.14 0.18 0.20
H 4.2368 3.2284 -3.6772 0.00 0.00 0.01 0.00
H -3.1951 -2.5041 -1.4007 -0.02 0.01 -0.02 0.00
H 3.5261 1.8366 0.3058 0.00 0.01 -0.01 0.00
H 1.6292 6.9485 4.8105 0.01 -0.01 0.01 0.00
H 2.7033 -0.3146 -0.5876 -0.01 0.00 0.00 0.00
C -1.9802 -0.2482 5.8613 0.01 0.00 0.01 0.00
C -0.7842 -0.4389 0.9248 -0.05 -0.02 -0.02 0.01
C -2.9984 -1.7252 -2.1251 0.03 0.02 -0.01 0.02
H -1.6888 2.2800 4.5792 0.00 0.01 0.00 0.00
C 0.1277 1.8400 1.2173 0.02 -0.01 0.01 0.00
C 2.1625 -5.1681 -2.4492 0.03 0.07 -0.01 0.01
H -2.8934 -1.9554 3.1020 0.01 0.00 0.00 0.00
C 3.9161 2.6913 -1.6243 0.01 0.01 0.00 0.00
C -1.3671 -5.4280 -2.2483 -0.05 0.01 0.01 0.01
H 3.2964 -4.3371 1.9293 -0.01 0.00 -0.01 0.00
H -2.5512 -0.1500 6.7838 0.00 0.00 -0.01 0.00
C -2.2506 -1.1873 2.6901 -0.04 0.04 0.00 0.00
N -0.3387 4.4108 3.8770 0.00 0.02 0.02 0.00
H -1.3488 4.6152 6.5995 -0.01 0.00 0.01 0.00
C 0.6497 6.4979 4.6712 -0.01 0.00 0.02 0.00
H -3.6987 -0.6635 4.6206 0.01 -0.01 0.01 0.00
C 3.4237 1.2615 -3.5105 0.07 -0.01 -0.01 0.00
H -1.8672 5.8621 3.8586 0.00 0.00 0.00 0.00
C 0.6835 5.4191 3.5851 0.02 -0.02 0.00 0.00
H -1.8565 6.2687 6.2096 0.00 0.01 -0.01 0.00
H -2.0307 -7.4584 -2.4001 0.00 0.00 0.00 0.00
N -1.0246 -4.2905 -2.8667 -0.02 -0.13 0.08 0.14
H 0.5438 5.9179 2.6237 -0.02 0.01 0.00 0.00
F 0.9814 3.9914 1.3857 0.00 -0.01 0.01 0.00
C 0.3256 0.4593 -4.6602 0.04 -0.16 0.09 0.05
C -1.7939 -6.5115 -4.3235 0.01 0.01 0.04 0.00
C 4.4658 3.9796 -1.0846 -0.01 0.00 0.00 0.00
C -4.0322 -1.0135 -2.7290 -0.01 0.00 0.01 0.00
N 2.9672 -4.9547 -0.1105 0.01 0.01 -0.03 0.01
O 2.6973 -1.3333 -4.6628 -0.09 0.02 -0.06 0.02
H -5.0540 -1.2376 -2.4601 0.00 0.00 0.00 0.00
H 1.4386 -4.6815 -3.0951 0.03 0.00 0.02 0.00
H -0.7824 -3.3153 -4.6738 0.01 -0.01 0.01 0.00
C -0.6539 1.2550 -5.2876 -0.09 0.02 -0.01 -0.01
H 4.1024 4.8327 -1.6571 0.00 -0.01 0.01 0.00
N 0.2102 5.8784 5.9660 -0.02 0.01 -0.01 0.00
H -1.4684 -5.2585 -6.0497 0.00 0.00 0.00 0.00
H -1.3439 -5.4149 -1.1652 0.01 0.00 -0.01 0.00
H 0.3376 6.5331 6.7390 0.00 0.00 0.01 0.00
H -0.3337 1.9582 -6.0442 0.00 0.00 0.00 0.00
H 5.5551 3.9823 -1.1543 0.00 0.00 0.00 0.00
C -1.3989 -0.5653 -3.3653 0.08 -0.01 -0.01 0.01
C -1.7562 -6.5603 -2.9347 -0.01 -0.01 -0.04 0.00
H 0.6481 1.7318 0.2746 0.01 0.00 -0.02 0.00
H 3.6391 -5.7028 -0.1927 0.00 0.00 0.00 0.00
H 0.7996 5.0685 6.1635 0.01 -0.01 -0.01 0.00
O -1.2748 -3.1892 -0.1804 -0.19 0.08 -0.07 0.16
N 1.4203 -3.5412 -0.6448 -0.13 -0.07 0.02 0.04
C -3.7280 -0.0475 -3.6571 -0.01 0.01 -0.02 0.03
C -1.0700 -4.2500 -4.2033 0.03 0.05 -0.03 0.01
H 1.3147 -2.5462 1.2725 0.01 0.00 -0.01 0.00
C 2.9868 0.2770 -2.6341 -0.06 0.04 -0.02 0.01
H 3.1457 -5.0519 -2.9040 0.02 -0.01 0.01 0.00
C 2.1637 -4.5539 -1.0993 0.02 0.00 0.00 0.03
C -0.4363 3.2218 3.1398 0.00 -0.03 -0.01 0.00
C -1.6143 -1.4447 1.4937 -0.15 0.13 -0.13 0.00
C -1.2356 5.4336 5.8920 0.02 0.00 0.01 0.00
C 2.7517 -4.1871 1.0146 -0.02 0.00 -0.01 0.01
C 0.2310 3.0067 1.9140 0.01 0.01 -0.02 0.00
C -0.0275 -0.4571 -3.6902 -0.07 0.09 -0.08 -0.01
C -1.9337 -2.7839 0.9117 0.58 -0.30 0.41 0.01
Os -0.0936 -2.4568 -1.5450 0.28 0.29 -0.21 2.93
C -2.3871 0.1986 -4.0091 0.02 0.02 -0.03 0.00
H 1.3479 0.5536 -4.9828 0.01 -0.01 -0.02 0.00
H -2.7267 1.7384 -5.4917 0.00 0.00 0.00 0.00
H -1.1287 0.4314 5.9090 0.00 -0.01 0.00 0.00
C -1.2083 2.1724 3.6190 0.00 0.01 0.01 0.00
```
Positions in Å, forces in eV/Å.